6
Properties=species:S:1:pos:R:3 method="wB97M-V/def2-TZVPD" spin_multiplicity=3 homo_energy_ev="-10.50 / -12.32"
O -0.780 0.741 -0.856
O -1.256 -0.843 0.874
O -0.526 -1.562 -1.301
O 1.770 0.700 0.795
Cl -0.614 -0.542 -0.339
H 1.405 1.506 0.827

---

17
Properties=species:S:1:pos:R:3 method="wB97M-V/def2-TZVPD" spin_multiplicity=3 homo_energy_ev="-10.34 / -12.98" charge=+1 de_lowest_kcal_mol=15.38
C 0.448 1.892 -0.326
C 0.775 0.166 1.452
C -1.434 -1.414 -0.318
N 0.757 0.519 0.025
O 0.917 -1.207 1.518
S -0.844 -2.473 -1.554
S -2.283 0.063 -0.392
H -0.405 2.246 0.271
H 1.361 2.577 0.124
H 0.404 1.954 -1.386
H -0.200 0.264 1.783
H 1.642 0.609 1.990
H -1.110 -1.853 0.698
H 1.479 0.077 -0.463
H 1.801 -1.465 1.249
H -0.937 -2.063 -2.934
H -2.371 0.107 -1.738

---

24
Properties=species:S:1:pos:R:3 method="wB97M-V/def2-TZVPD" spin_multiplicity=3 homo_energy_ev="-5.14 / -8.45"
C 2.167 0.310 0.798
C 1.659 -1.038 0.741
C 1.372 1.375 0.725
C 0.396 -1.344 0.524
C -0.104 1.367 0.772
C -0.685 0.271 -0.107
C -0.329 -2.630 0.589
C -0.669 2.725 0.336
C -0.854 -0.660 -2.248
O -0.338 0.309 -1.383
Br -2.617 -0.042 0.348
H 3.292 0.421 0.645
H 2.358 -1.877 0.620
H 1.705 2.417 0.829
H -0.318 1.234 1.845
H -0.966 -2.785 -0.304
H -0.981 -2.494 1.477
H 0.408 -3.472 0.659
H -1.599 2.626 -0.297
H -0.043 3.105 -0.509
H -0.912 3.222 1.292
H -1.101 -1.605 -1.691
H -0.093 -1.066 -2.958
H -1.750 -0.369 -2.704

---

81
Properties=species:S:1:pos:R:3 method="wB97M-V/def2-TZVPD" spin_multiplicity=2 homo_energy_ev="-2.61 / -2.61" charge=-1
Tl 5.485 18.910 -18.645
C 1.103 19.139 -17.878
C 1.813 18.232 -16.920
O 3.226 18.429 -16.874
H 1.476 18.903 -18.875
H 1.117 20.208 -17.668
H 0.087 18.752 -17.957
H 1.509 17.190 -17.018
H 1.354 18.554 -15.985
C 7.020 15.079 -21.693
C 6.776 16.326 -20.967
C 7.984 17.341 -21.077
O 7.889 18.424 -20.534
C 9.202 16.965 -21.847
C 9.305 15.774 -22.527
C 8.124 14.858 -22.470
O 8.038 13.672 -23.005
O 10.366 15.434 -23.242
O 5.904 16.478 -20.100
H 6.225 14.359 -21.567
H 10.068 17.599 -21.726
C 6.425 19.752 -23.894
S 4.880 19.504 -22.846
O 5.377 19.837 -21.422
C 4.016 21.018 -23.412
H 6.772 20.785 -23.898
H 6.304 19.392 -24.916
H 7.232 19.269 -23.343
H 3.110 21.016 -22.806
H 3.741 21.075 -24.465
H 4.528 21.963 -23.231
C 10.094 20.012 -18.146
S 9.504 18.456 -17.299
O 8.051 18.155 -17.655
C 10.579 17.190 -17.991
H 10.984 20.394 -17.646
H 9.410 20.860 -18.127
H 10.301 19.771 -19.189
H 10.399 16.792 -18.990
H 10.396 16.377 -17.289
H 11.574 17.605 -17.828
C 3.023 15.896 -21.950
S 2.356 16.862 -20.519
O 3.367 17.882 -20.065
C 1.243 17.966 -21.548
H 3.620 15.069 -21.566
H 3.729 16.521 -22.497
H 2.157 15.623 -22.553
H 0.320 18.258 -21.047
H 0.991 17.477 -22.489
H 1.838 18.867 -21.699
C 4.722 14.027 -18.813
S 5.310 14.800 -17.208
O 5.411 16.315 -17.382
C 3.785 14.563 -16.100
H 4.535 13.008 -18.474
H 5.508 14.140 -19.560
H 3.827 14.478 -19.242
H 3.935 14.981 -15.105
H 3.611 13.494 -15.976
H 2.958 15.105 -16.558
C 1.256 22.245 -20.007
S 2.862 22.306 -19.079
O 3.463 20.887 -19.146
C 3.775 23.234 -20.340
H 1.389 21.768 -20.978
H 0.907 23.273 -20.107
H 0.526 21.683 -19.425
H 4.825 23.332 -20.066
H 3.389 24.253 -20.323
H 3.707 22.866 -21.364
C 8.921 21.750 -21.037
S 7.212 22.023 -20.434
O 7.003 21.144 -19.185
C 7.527 23.755 -20.016
H 9.727 21.935 -20.327
H 9.193 22.354 -21.903
H 8.961 20.723 -21.401
H 6.810 24.169 -19.308
H 7.632 24.226 -20.993
H 8.400 23.718 -19.364

---

41
Properties=species:S:1:pos:R:3 method="wB97M-V/def2-TZVPD" homo_energy_ev=-10.18 de_lowest_kcal_mol=0.00 smiles="NOC(=O)O[PH2]=O.CCOC(=O)OC.CCOC(=O)OC"
N 4.740 -3.339 -1.100
O 4.349 -2.760 0.109
C 4.300 -3.674 1.138
O 3.324 -4.278 1.316
O 5.361 -3.866 2.024
P 6.365 -5.102 1.581
O 6.226 -5.539 0.176
H 5.749 -3.358 -1.203
H 4.310 -4.246 -1.248
H 7.677 -4.577 1.757
H 6.254 -6.216 2.448
C 2.499 0.699 -1.199
C 2.769 0.174 0.196
O 2.211 1.044 1.193
C 0.896 0.933 1.383
O 0.155 0.175 0.811
O 0.534 1.829 2.309
C -0.873 1.874 2.551
H 2.845 1.730 -1.292
H 3.005 0.085 -1.944
H 1.431 0.697 -1.420
H 3.843 0.148 0.374
H 2.395 -0.843 0.322
H -1.268 0.886 2.782
H -1.385 2.297 1.688
H -1.042 2.522 3.408
C -7.400 2.703 -1.094
C -6.730 1.508 -1.742
O -5.422 1.845 -2.223
C -4.465 1.903 -1.292
O -4.604 1.689 -0.116
O -3.326 2.259 -1.893
C -2.230 2.439 -0.996
H -7.404 3.555 -1.775
H -8.428 2.464 -0.818
H -6.866 3.013 -0.195
H -7.305 1.195 -2.613
H -6.680 0.657 -1.062
H -2.086 1.562 -0.365
H -2.391 3.328 -0.385
H -1.333 2.585 -1.594

---

21
Properties=species:S:1:pos:R:3 method="wB97M-V/def2-TZVPD" homo_energy_ev=-7.62 de_lowest_kcal_mol=137.78
S 3.340 0.959 0.620
S -1.436 0.749 -1.457
C -0.122 1.469 -0.503
C 0.162 0.732 0.820
C 0.743 -0.643 0.529
N -0.270 -1.417 -0.152
C 0.333 -2.412 -1.040
H 4.664 1.291 0.628
H 0.785 1.371 -1.128
H -0.234 2.523 -0.243
H 0.823 1.350 1.424
H -0.795 0.718 1.362
H 1.297 -1.078 1.344
H 1.503 -0.368 -0.252
H -1.026 -0.912 -0.643
H 0.764 -2.102 -1.993
H 1.048 -2.980 -0.436
H -0.462 -3.126 -1.296
H -3.317 0.943 0.220
H -4.336 1.663 1.081
O -3.464 1.270 1.118